DFT (wB97M-V/def2-TZVPD) results for a gas-phase ion, C23H33N2O3 (charge +1) in a non-equilibrium geometry.

```
61
C23H33N2O3, DFT wB97M-V/def2-TZVPD
C -0.6035 -2.8298 0.9554
C -1.9198 -2.5258 0.3015
C -2.7396 -3.5760 -0.0947
C -3.9572 -3.3495 -0.7092
C -4.3762 -2.0517 -0.9419
C -3.5758 -0.9955 -0.5490
C -2.3540 -1.2151 0.0796
C -1.4855 -0.0364 0.4671
O -0.5673 0.2955 -0.6012
C -1.1447 0.5330 -1.8716
C -0.1351 1.2690 -2.7755
O 0.1735 2.5526 -2.2892
C 1.1848 0.4958 -2.9240
N 1.8486 0.2997 -1.6162
C 2.6427 -0.9407 -1.5243
C 3.1111 -1.1251 -0.0824
N 3.9217 0.0122 0.3031
C 4.6757 -0.1670 1.5302
C 3.8455 -0.2584 2.8251
O 2.9786 -1.3712 2.8529
C 3.1399 1.2295 0.2371
C 2.6905 1.4445 -1.2038
C -2.2621 1.1728 0.9464
C -1.8263 2.4596 0.6597
C -2.5286 3.5587 1.1244
C -3.6639 3.3821 1.8946
C -4.0847 2.1010 2.2118
C -3.3881 1.0019 1.7439
H 0.2217 -2.3794 0.4048
H -0.4420 -3.9036 0.9918
H -0.5763 -2.4518 1.9770
H -2.4157 -4.5905 0.0850
H -4.5761 -4.1826 -1.0040
H -5.3229 -1.8595 -1.4221
H -3.9155 0.0163 -0.7172
H -0.8052 -0.3319 1.2753
H -2.0430 1.1525 -1.7664
H -1.4361 -0.4151 -2.3437
H -0.5863 1.3366 -3.7774
H -0.6115 3.1120 -2.3079
H 1.8540 1.0465 -3.5884
H 0.9676 -0.4780 -3.3652
H 1.0580 0.2327 -0.9273
H 2.0292 -1.7903 -1.8289
H 3.5033 -0.8569 -2.1910
H 3.7202 -2.0282 -0.0208
H 2.2356 -1.2560 0.5741
H 5.3621 0.6774 1.6215
H 5.2704 -1.0770 1.4138
H 4.5312 -0.2715 3.6792
H 3.2031 0.6196 2.9241
H 3.4879 -2.1671 3.0380
H 3.7659 2.0672 0.5470
H 2.2479 1.2012 0.8868
H 2.1070 2.3597 -1.2985
H 3.5599 1.4907 -1.8625
H -0.9244 2.6078 0.0828
H -2.1815 4.5539 0.8891
H -4.2123 4.2382 2.2557
H -4.9591 1.9556 2.8271
H -3.7174 0.0057 1.9986
```

Its molar mass is 385.53 g/mol. The calculation puts the relative energy (zero: lowest compared OMol25 entry of this formula, charge and spin) at 0.0000 eV. For the highest occupied orbital energy, the calculation gives -11.57 eV. The gap between HOMO and LUMO is 0.3497 Eh. As for the net charge: +1.

These are the Löwdin partial charges, in e, on atoms 1 to 6: -0.03 -0.21 -0.03 -0.06 -0.06 -0.05

DFT (wB97M-V/def2-TZVPD) results for a molecular structure, C23H33N3O3S in a non-equilibrium geometry.

```
63
C23H33N3O3S, DFT wB97M-V/def2-TZVPD
C -2.2004 1.1722 -4.7450
C -2.6295 -0.1013 -3.7825
H -2.4840 -1.0733 -4.2849
H -3.6323 0.0771 -3.4918
O -1.8236 -0.3301 -2.9039
C -1.9831 0.6336 -1.7917
O -2.9941 1.4616 -1.6534
C -0.7155 0.3482 -0.7836
C -1.1785 0.9139 0.5593
H -1.6974 1.9540 0.5321
H -0.1780 1.0783 1.3251
C -2.1745 0.0222 1.1322
N -1.9875 -1.4125 1.2555
C -1.5006 -1.9791 2.4988
O -1.0615 -3.2311 2.3362
C -1.9912 -1.2564 3.7784
N -2.2858 -2.4190 4.7909
C -1.1186 -2.9127 5.4191
N 0.2060 -2.4457 5.5156
H 0.9147 -2.7122 5.8933
C 0.4537 -1.3187 4.4530
C 1.6168 -0.1983 5.1343
H 2.5289 -0.9175 5.3492
H 1.2288 0.1713 6.1420
H 1.9616 0.2388 4.4710
C -0.8513 -0.4963 4.3792
H -0.8546 0.3296 3.5428
H -1.0205 -0.0526 5.3200
H 0.7553 -1.5134 3.5209
S -1.3244 -4.3004 6.4086
H -2.8019 -3.0956 4.7271
H -2.9109 -0.9793 3.6509
C -1.4229 -1.8286 0.0859
C -0.4362 -1.0290 -0.6399
H -0.1039 -1.4095 -1.5921
H 0.7192 -1.0323 0.1953
H -1.1008 -3.0363 0.1628
H -2.3533 -1.5851 -0.5151
H -2.5650 0.4752 2.2103
H -3.0522 0.2216 0.5473
C 0.2252 1.4472 -1.2348
C 1.7285 1.6733 -0.5923
H 2.0690 0.4582 -0.5786
H 1.3819 1.8277 0.3528
C 2.7674 2.2739 -1.4100
C 2.8846 1.6869 -2.5644
C 2.2925 2.3381 -3.7574
C 2.5039 1.7925 -4.9824
C 3.6034 0.6127 -5.1949
C 4.1558 0.2351 -4.1631
C 3.8566 0.6049 -2.8102
H 4.2989 0.1486 -1.9409
H 4.7438 -0.8869 -4.0370
H 3.5946 0.3654 -6.1176
H 2.1288 2.3340 -5.8177
H 1.8285 3.3837 -3.5724
H 2.2201 3.2460 -1.4501
H 3.6058 2.4270 -0.7690
H 0.0319 2.3659 -1.3755
H 0.4545 1.1714 -2.1150
H -2.9034 1.0450 -5.6777
H -2.2788 2.1190 -4.2054
H -1.1446 0.8995 -5.1397
```

Its molar mass is 431.60 g/mol. The calculation puts the relative energy (zero: lowest compared OMol25 entry of this formula, charge and spin) at 21.5287 eV. For the highest occupied orbital energy, the calculation gives -7.64 eV. The gap between HOMO and LUMO is 0.2868 Eh.

These are the Löwdin partial charges, in e, on atoms 1 to 6: -0.03 -0.41 0.14 0.11 -0.02 -0.15

DFT (wB97M-V/def2-TZVPD) results for a single C23H33N3O4 molecule.

```
63
C23H33N3O4, DFT wB97M-V/def2-TZVPD
C 6.9408 1.8339 -0.4706
O 6.2032 0.6499 -0.3069
C 4.9291 0.7406 0.1646
C 4.2703 1.9186 0.4672
C 2.9577 1.8980 0.9216
C 2.2915 0.7001 1.1049
C 0.8480 0.6773 1.5460
N -0.1441 0.3915 0.5106
C -0.2331 1.3625 -0.5587
C 0.8717 1.2384 -1.6166
N 1.1591 -0.1498 -1.9023
C 0.8771 -1.2108 -1.1216
O 1.3405 -2.3118 -1.3539
C -0.1305 -0.9743 0.0017
C -1.4985 -1.4308 -0.5383
C -2.6440 -1.4888 0.4691
O -3.5682 -2.2643 0.3240
N -2.5409 -0.6300 1.4993
C -3.6315 -0.3884 2.4114
C -4.3609 0.9214 2.0649
C -4.7977 0.9122 0.6259
C -4.1438 1.6045 -0.2975
C -4.4777 1.5858 -1.7581
C -5.3771 0.4031 -2.1039
C -6.5180 0.3264 -1.0970
C -5.9496 0.0123 0.2832
C 2.9649 -0.4914 0.8411
C 4.2590 -0.4916 0.3511
O 4.9658 -1.6007 0.0265
C 4.3189 -2.8536 0.0973
H 7.0591 2.3708 0.4768
H 7.9196 1.5220 -0.8312
H 6.4802 2.4997 -1.2089
H 4.7643 2.8694 0.3454
H 2.4614 2.8336 1.1372
H 0.5851 1.6525 1.9681
H 0.7135 -0.0770 2.3274
H -1.2081 1.2307 -1.0358
H -0.2037 2.3646 -0.1259
H 1.7875 1.7308 -1.2671
H 0.5505 1.7302 -2.5413
H 1.8410 -0.3248 -2.6290
H 0.1283 -1.6445 0.8275
H -1.8269 -0.7839 -1.3553
H -1.3808 -2.4340 -0.9535
H -1.7880 0.0490 1.4584
H -4.3143 -1.2357 2.3269
H -3.2439 -0.3409 3.4337
H -5.2225 1.0259 2.7270
H -3.6849 1.7614 2.2420
H -3.3221 2.2501 -0.0107
H -3.5551 1.5463 -2.3461
H -4.9799 2.5238 -2.0221
H -5.7632 0.5097 -3.1197
H -4.8008 -0.5228 -2.0525
H -7.2314 -0.4462 -1.3883
H -7.0449 1.2835 -1.0727
H -6.7284 0.1045 1.0447
H -5.5943 -1.0224 0.2975
H 2.4682 -1.4296 1.0235
H 5.0335 -3.5709 -0.3020
H 3.4059 -2.8743 -0.5052
H 4.0819 -3.1210 1.1325
```

Its molar mass is 415.53 g/mol. The calculation puts the relative energy (zero: lowest compared OMol25 entry of this formula, charge and spin) at 2.8601 eV. For the highest occupied orbital energy, the calculation gives -8.17 eV. The gap between HOMO and LUMO is 0.3201 Eh.

These are the Löwdin partial charges, in e, on atoms 1 to 6: -0.09 -0.06 -0.20 -0.01 -0.07 -0.22

DFT (wB97M-V/def2-TZVPD) results for 2 unconnected molecules or ions with the total composition C23H33N3O8P in a non-equilibrium geometry.

```
68
C23H33N3O8P, DFT wB97M-V/def2-TZVPD
C 3.4144 3.5093 2.2686
C 1.9512 3.1995 2.5162
O 1.8018 1.9769 3.3028
P 0.9971 0.7078 2.7611
C -0.2675 0.3513 3.9195
C -1.6305 0.4130 3.5846
O -2.5854 -0.2278 4.0310
O -1.7917 1.3543 2.5813
C -2.8303 1.0929 1.6205
C -2.5856 -0.0820 0.7008
O 0.6502 0.7522 1.3158
O 2.0532 -0.4813 3.1383
C 1.7997 -1.7229 2.4497
C 2.8619 -2.7694 2.7264
H 3.4892 4.2220 1.4450
H 3.8734 3.9714 3.1468
H 3.9835 2.6140 1.9979
H 1.4548 3.9988 3.0819
H 1.4290 3.0506 1.5603
H 0.0010 -0.1480 4.8315
H -3.7820 0.9605 2.1505
H -2.8729 2.0173 1.0365
H -3.4291 -0.1505 0.0077
H -1.6659 0.0603 0.1229
H -2.5234 -1.0388 1.2329
H 0.8043 -2.1013 2.7435
H 1.7546 -1.4917 1.3733
H 2.5818 -3.6902 2.2032
H 3.8337 -2.4359 2.3460
H 2.9437 -2.9986 3.7954
C -7.8374 -1.0077 6.9163
N -7.3596 -2.3409 6.6034
C -7.6048 -3.3128 7.6539
C -6.3900 -2.5631 5.6145
C -5.0442 -2.1860 5.8283
C -4.0849 -2.5092 4.8913
C -4.4106 -3.2008 3.7036
C -3.4082 -3.5963 2.7400
C -2.2278 -4.2290 2.9940
C -1.3440 -4.4541 1.8488
O -1.5369 -3.9693 0.7309
N -0.2210 -5.2697 2.0506
C 0.6043 -5.5787 0.8985
C 0.1866 -5.7531 3.2962
O 1.2503 -6.3496 3.4604
N -0.6760 -5.5274 4.3690
C -0.2792 -6.1612 5.6078
C -1.8807 -4.8082 4.2993
O -2.5711 -4.7182 5.3178
C -5.7777 -3.4684 3.4487
C -6.7462 -3.1879 4.3907
H -7.5701 -0.3072 6.1196
H -8.9296 -1.0332 7.0147
H -7.4224 -0.6477 7.8682
H -7.1194 -4.2636 7.4123
H -7.2255 -2.9508 8.6215
H -8.6852 -3.4756 7.7539
H -4.7638 -1.6782 6.7558
H -3.0636 -2.1706 5.0338
H -3.6506 -3.4468 1.6861
H 1.4827 -6.1227 1.2465
H 0.0290 -6.2034 0.2041
H 0.8917 -4.6465 0.3990
H -1.0062 -5.9070 6.3745
H -0.2468 -7.2465 5.4638
H 0.7211 -5.8158 5.8825
H -6.0418 -3.9457 2.5023
H -7.7983 -3.4320 4.2173
```

Its molar mass is 510.50 g/mol. The calculation puts the relative energy (zero: lowest compared OMol25 entry of this formula, charge and spin) at 0.0000 eV. For the highest occupied orbital energy, the calculation gives -3.58 eV. The gap between HOMO and LUMO is 0.1878 Eh. As for the net charge: -1.

These are the Löwdin partial charges, in e, on atoms 1 to 6: -0.09 -0.26 -0.23 0.48 -0.13 -0.62

DFT (wB97M-V/def2-TZVPD) results for 3 unconnected molecules or ions with the total composition C23H33O4P in a non-equilibrium geometry.

```
61
C23H33O4P, DFT wB97M-V/def2-TZVPD
C 5.4991 1.5949 1.1845
C 5.4022 3.1476 0.9839
C 4.6976 3.5674 -0.3482
C 3.7031 4.7571 -0.0027
C 2.3331 4.1104 0.3895
C 1.6457 4.7486 1.6373
P 0.2078 3.7446 2.3107
C -0.2568 2.3560 1.1365
C -1.7545 2.5777 0.7172
C -0.0456 0.9384 1.8085
C 1.1470 0.2006 1.1191
C 1.2002 -1.3263 1.5246
H 4.5301 1.1049 0.9863
H 5.7364 1.4417 2.2589
H 6.3320 1.1734 0.5985
H 6.3839 3.6490 1.0180
H 4.7846 3.5150 1.8301
H 4.0734 2.7628 -0.7852
H 5.3962 3.8888 -1.1419
H 4.1261 5.3083 0.8606
H 3.6134 5.4347 -0.8747
H 2.5283 3.0450 0.6471
H 1.6320 4.0723 -0.4689
H 1.3076 5.7646 1.3447
H 2.3488 4.9081 2.4822
H 0.7740 3.0628 3.4415
H 0.3204 2.3269 0.1953
H -2.4384 2.5945 1.5801
H -1.7975 3.5776 0.2317
H -2.0566 1.8581 -0.0696
H 0.2362 1.0593 2.8701
H -0.9326 0.2899 1.6765
H 2.1284 0.6557 1.3462
H 1.0530 0.2068 0.0133
H 1.1163 -1.9658 0.6236
H 2.1388 -1.6004 2.0363
H 0.3594 -1.5752 2.2173
O -3.7906 -5.3526 -0.7837
C -3.1808 -4.8284 0.1290
C -2.1918 -5.5892 0.9251
C -1.5253 -5.0161 1.9257
C -1.7453 -3.5957 2.2809
O -1.1352 -3.0738 3.1913
C -2.7338 -2.8364 1.4846
C -3.4014 -3.4084 0.4831
H -2.0439 -6.6259 0.6501
H -0.7986 -5.5550 2.5202
H -2.8811 -1.7994 1.7592
H -4.1272 -2.8681 -0.1119
O -4.1672 -1.8869 -1.9386
C -4.0887 -2.4155 -3.0320
C -4.5255 -3.8131 -3.2421
C -4.4357 -4.3902 -4.4398
C -3.8982 -3.6577 -5.6076
O -3.8183 -4.1820 -6.6989
C -3.4616 -2.2585 -5.3959
C -3.5509 -1.6815 -4.1990
H -4.9149 -4.3317 -2.3792
H -4.7487 -5.4116 -4.6137
H -3.0706 -1.7384 -6.2611
H -3.2375 -0.6599 -4.0244
```

Its molar mass is 404.49 g/mol. For the highest occupied orbital energy, the calculation gives -8.06 eV. The gap between HOMO and LUMO is 0.2352 Eh.

These are the Löwdin partial charges, in e, on atoms 1 to 6: -0.11 -0.25 -0.21 -0.21 -0.28 -0.43

DFT (wB97M-V/def2-TZVPD) results for a molecular structure, C23H34HfNO2 in a non-equilibrium geometry.

```
61
C23H34HfNO2, DFT wB97M-V/def2-TZVPD
C 1.3584 -1.8810 0.8913
C 1.9108 -1.2941 -0.2964
C 0.9395 -1.3993 -1.3420
C -0.1936 -2.1037 -0.8298
C 0.0479 -2.3808 0.5608
Hf -0.1111 0.0152 0.5078
C -2.8828 1.4348 -1.0666
C -2.3811 1.0724 0.1873
H -2.5233 1.8152 1.0050
C -2.2490 -0.3658 0.5358
H -2.7504 -1.0645 -0.1522
H -2.5482 -0.5797 1.5733
C -3.0556 2.9260 -1.3370
H -2.5845 3.6540 -0.6400
H -2.8729 3.2812 -2.3731
H -4.1220 2.9409 -1.1329
C -2.6198 0.5798 -2.2741
H -1.8159 -0.1862 -2.2866
H -3.5645 0.0506 -2.2018
H -2.5835 1.0935 -3.2526
C 3.3005 -0.7778 -0.4122
H 3.5897 -0.2084 0.4796
H 4.0305 -1.5930 -0.5266
H 3.4128 -0.0897 -1.2552
C 1.1284 -0.9488 -2.7492
H 1.5974 0.0384 -2.7892
H 1.7773 -1.6439 -3.3007
H 0.1769 -0.8635 -3.2871
C -1.2756 -2.7248 -1.6476
H -1.3643 -2.2570 -2.6345
H -1.0485 -3.7900 -1.8123
H -2.2495 -2.6807 -1.1472
C -0.7881 -3.2170 1.4695
H -1.7610 -3.4386 1.0173
H -0.2883 -4.1686 1.7237
H -1.0030 -2.6814 2.4073
C 2.1080 -2.1977 2.1453
H 1.4319 -2.2646 3.0100
H 2.6370 -3.1653 2.0849
H 2.8730 -1.4373 2.3550
C 0.7323 1.5347 -0.8649
C -0.0059 2.6688 -1.5229
C 2.0342 2.0016 -1.2053
C -0.1252 2.4965 -2.9204
H -0.8785 3.2480 -1.2296
C 2.2594 2.5475 -2.5174
H 2.8322 1.9970 -0.4442
C 1.1807 2.6512 -3.4275
H -1.0380 2.6765 -3.5094
H 3.2644 2.8638 -2.7761
H 1.3057 2.9884 -4.4748
N 1.4973 0.5483 4.6872
C 0.0006 0.7532 4.8209
C -0.5626 0.1353 3.5647
O -1.4578 -0.6788 3.5775
O 0.1622 0.4774 2.4900
H 1.7600 -0.3565 4.2579
H 1.9642 0.5459 5.6135
H 1.9259 1.2964 4.1249
H -0.3592 0.2737 5.7334
H -0.1753 1.8318 4.8157
```

Its molar mass is 535.02 g/mol. For the highest occupied orbital energy, the calculation gives -9.38 eV. The gap between HOMO and LUMO is 0.2131 Eh. As for the net charge: +1.

These are the Löwdin partial charges, in e, on atoms 1 to 6: -0.32 -0.28 -0.27 -0.29 -0.32 1.60

DFT (wB97M-V/def2-TZVPD) results for a single C23H34IN9O6 molecule in a non-equilibrium geometry.

```
73
C23H34IN9O6, DFT wB97M-V/def2-TZVPD
C -1.6410 -2.5318 -3.8226
C -0.5316 -2.3049 -2.8013
C 0.3363 -1.0855 -3.1353
C 1.2649 -1.3491 -4.3170
C 1.1363 -0.6470 -1.8780
N 2.0858 0.4037 -2.1721
C 2.1723 1.6283 -1.6141
O 3.1886 2.2957 -1.6744
C 0.9190 2.2147 -1.0289
C -0.2252 2.2231 -1.7942
C -1.3368 2.9617 -1.3986
N -2.5748 2.7871 -2.0630
O -2.6005 2.0904 -3.0619
O -3.5643 3.3039 -1.5675
C -1.2325 3.8518 -0.3281
C -0.0806 3.8768 0.4077
I 0.0696 5.2992 1.9642
C 0.9801 2.9731 0.1719
N 1.9815 2.8335 1.0521
C 2.8110 1.6709 1.2300
C 2.7540 1.1533 2.6683
C 1.3458 0.6748 3.1010
C 0.4074 1.8532 3.3363
N 0.7096 2.6009 4.4136
O -0.5256 2.1198 2.6046
N 0.7519 -0.1912 2.1085
C 1.3026 -1.3779 1.8064
O 2.3465 -1.8013 2.2664
C 0.5391 -2.1426 0.7070
C -0.1698 -3.3855 1.2703
C -1.6758 -3.1832 1.4344
C -2.0497 -2.0449 2.3986
N -1.8738 -0.7239 1.8450
C -2.7874 -0.1380 1.1642
N -2.5165 1.1140 0.6789
N -4.0263 -0.6391 0.8555
N 1.5170 -2.5274 -0.2898
C 1.9686 -1.8293 -1.3510
O 3.0001 -2.1437 -1.9137
H -1.2335 -2.7616 -4.8029
H -2.2683 -3.3658 -3.5160
H -2.2643 -1.6443 -3.9089
H 0.0991 -3.1936 -2.7383
H -0.9933 -2.1530 -1.8228
H -0.3374 -0.2646 -3.4030
H 2.0198 -2.0855 -4.0545
H 0.6970 -1.7182 -5.1659
H 1.7633 -0.4319 -4.6205
H 0.4401 -0.2750 -1.1234
H 2.9484 0.0558 -2.5810
H -0.2746 1.6640 -2.7143
H -2.0695 4.4911 -0.0929
H 2.0056 3.5029 1.8117
H 2.4676 0.8818 0.5609
H 3.8476 1.9091 0.9672
H 3.4240 0.2955 2.7347
H 3.1029 1.9230 3.3593
H 1.4682 0.1337 4.0529
H 0.1233 3.3911 4.6323
H 1.4300 2.3418 5.0635
H -0.2793 -0.1099 1.9552
H -0.2048 -1.4850 0.2607
H -0.0067 -4.2173 0.5814
H 0.2761 -3.6559 2.2296
H -2.1053 -4.1118 1.8164
H -2.1187 -2.9876 0.4540
H -3.0809 -2.1952 2.7476
H -1.3956 -2.0998 3.2749
H -1.7978 1.5962 1.2053
H -3.3195 1.6861 0.4621
H -4.1624 -1.6337 0.8962
H -4.5633 -0.1558 0.1554
H 2.1869 -3.2103 0.0498
```

Its molar mass is 659.49 g/mol. The calculation puts the relative energy (zero: lowest compared OMol25 entry of this formula, charge and spin) at 0.3128 eV. For the highest occupied orbital energy, the calculation gives -8.36 eV. The gap between HOMO and LUMO is 0.2908 Eh.

These are the Löwdin partial charges, in e, on atoms 1 to 6: -0.09 -0.22 -0.31 -0.04 -0.20 0.14